# 1
Density functional theory data (the ωB97M-V functional and the def2-TZVPD basis) for a 11-piece molecular cluster, C30H88F3N8O10 overall.

```
139
Properties=species:S:1:pos:R:3:lowdin_charge:R:1
C 3.626 2.614 -1.200 -0.36
H 0.706 -2.279 8.947 0.09
C -0.084 -2.689 8.318 -0.11
H -4.246 2.372 4.469 0.06
C -0.662 -2.065 4.742 -0.40
H -2.253 -4.943 -4.518 0.15
H 0.869 -3.892 -2.728 0.03
H 0.064 -4.670 -4.464 0.10
O -4.544 0.441 4.220 -0.13
N 1.524 -3.626 -2.006 0.30
C -0.765 4.387 -0.625 -0.05
H 2.119 1.741 -8.055 0.08
C 4.370 3.654 -2.050 -0.06
N -0.467 -4.145 -3.784 0.02
H 0.010 0.446 3.305 0.06
H -0.480 3.398 -0.984 0.05
H 0.233 0.789 -1.123 0.13
H -1.983 -3.639 3.700 0.09
H -0.058 5.070 -1.096 0.08
H 2.612 -0.190 -4.462 0.08
H 0.163 2.038 1.381 0.09
O -6.437 -0.156 -0.786 -0.10
H 4.191 0.512 4.096 0.09
O 0.167 0.092 0.857 -0.14
H 4.511 -1.712 2.899 0.09
H 1.714 -1.237 -5.488 0.09
C -3.302 3.738 -0.673 -0.23
H 1.059 -2.534 2.743 0.03
H -4.846 -3.186 -1.667 0.08
H -0.794 -3.441 -4.431 0.08
H 5.238 1.887 1.511 0.12
H 1.422 -4.184 -1.171 0.13
H 3.703 4.302 -2.620 0.08
F -2.198 0.241 -0.990 0.15
F -1.618 -1.674 -0.118 0.14
H 3.136 2.887 -7.028 0.09
H -4.466 -0.658 -1.273 0.06
C -4.779 -4.248 -1.432 -0.10
H 0.628 -3.573 4.215 0.09
H 1.681 3.675 -0.851 0.09
H 0.398 0.936 -3.974 0.13
H 1.431 3.166 -7.485 0.08
H -1.560 0.083 2.973 0.06
H 3.113 1.588 3.224 0.07
H 7.468 0.405 -0.965 0.09
H 6.166 0.595 2.245 0.12
H -0.675 -0.975 4.719 0.12
C -4.327 2.670 1.228 -0.07
H -3.985 1.659 1.006 0.08
H -3.549 6.200 -0.805 0.07
H -2.919 1.404 5.053 0.07
H 1.694 3.388 2.326 0.06
O 1.244 -1.002 -0.821 -0.25
H 2.398 -3.717 -2.504 0.14
H 4.839 4.399 -1.407 0.07
O 0.075 -2.197 7.007 -0.20
H -5.331 2.780 0.818 0.09
C -0.837 0.873 2.768 -0.06
H -0.717 -6.174 -2.095 0.08
C 7.096 1.024 -0.148 -0.09
H -1.167 1.753 3.319 0.09
H 2.863 4.668 2.597 0.09
H 3.318 0.207 1.112 0.12
C 0.125 -0.162 -0.602 -0.35
H 5.211 3.197 -2.571 0.08
C 1.638 -0.670 -4.560 -0.08
C -5.205 0.123 -1.449 -0.17
O -3.905 -4.874 -2.344 -0.21
H -5.701 -4.828 -1.450 0.10
O -3.402 3.637 0.719 -0.19
H -4.268 4.002 -1.103 0.12
H 2.436 -2.231 1.848 0.06
C -2.205 4.734 -1.142 -0.38
H -2.177 -4.006 -1.524 0.11
C 5.393 0.808 1.506 -0.18
H -4.402 1.504 6.037 0.08
H -2.227 -6.755 -2.678 0.08
N 4.086 -1.393 2.040 0.02
H -4.391 -4.357 -0.419 0.08
H 4.271 2.067 -0.513 0.10
C -0.999 -2.570 6.121 -0.19
H 2.281 1.178 -1.823 0.02
H -0.948 -0.696 -3.855 0.03
H -2.369 4.937 -2.201 0.14
H -2.669 5.723 0.420 0.06
N -0.728 -0.639 -4.839 0.05
H -5.499 0.539 4.196 0.08
N 1.441 -2.404 1.817 0.29
H -0.988 -2.309 8.794 0.09
H -0.755 4.382 0.465 0.08
H 1.963 2.232 0.086 0.10
O 5.849 0.429 0.209 -0.21
C 0.621 0.957 -6.161 -0.19
C 2.450 3.122 -0.312 -0.15
H -0.062 -3.774 8.420 0.09
H 1.413 -3.287 1.327 0.12
O 1.792 1.722 -5.999 -0.21
H -2.696 -2.093 4.016 0.08
C -0.520 1.190 1.342 -0.28
H -3.013 2.780 -1.106 0.10
H -4.783 1.103 -1.226 0.05
H 1.066 -2.585 5.347 0.08
H 4.741 -1.653 1.316 0.08
C 2.169 2.415 -7.201 -0.08
C 0.492 0.194 -4.767 -0.44
H 1.535 -1.418 -3.774 0.05
H -1.445 1.460 0.832 0.11
H 0.792 0.229 -6.954 0.12
H -1.393 -2.189 2.810 0.05
H -0.888 -6.819 -3.791 0.08
H 7.832 1.013 0.656 0.08
C -1.282 -0.713 -0.991 -0.60
H 2.594 0.031 3.489 0.06
C 4.059 0.069 1.899 -0.37
C -1.713 -4.876 -3.574 -0.38
H 1.441 4.961 1.596 0.08
H 1.401 -2.635 -1.854 0.05
H -1.889 -2.076 6.510 0.13
H -2.972 -3.180 -2.870 0.11
H -0.257 1.577 -6.340 0.12
N 3.032 1.706 -2.244 0.06
H -6.990 0.595 -1.012 0.07
C 3.508 0.573 3.249 -0.04
H 2.509 2.173 -2.972 0.06
C -1.752 -2.575 3.764 -0.04
H -1.188 -3.643 6.089 0.13
H -1.408 0.004 -5.218 0.07
H -4.449 2.734 2.309 0.07
H 6.996 2.083 -0.385 0.09
C -4.006 1.464 5.023 -0.16
C 2.204 4.225 1.850 -0.12
F -1.374 -1.261 -2.178 0.13
O 3.043 3.934 0.752 -0.18
N 0.678 -2.584 4.414 0.04
H -5.318 0.207 -2.530 0.08
C -1.331 -6.222 -2.994 -0.06
H 0.936 -1.681 1.325 0.07
N -2.592 6.015 -0.543 0.02
C -2.642 -4.150 -2.499 -0.15
```

Values from the calculation:
LUMO energy in eV: -2.60
Calculated total energy in Ha: -2685.42253
Total charge: +1

---

# 2
Density functional theory data (the ωB97M-V functional and the def2-TZVPD basis) for a 12-piece molecular cluster, C30H89N5O17 overall.

```
141
Properties=species:S:1:pos:R:3:lowdin_charge:R:1
C 0.739 3.456 -0.130 -0.05
O 4.216 4.477 1.462 -0.08
H -2.447 6.070 -3.600 0.13
H -2.274 4.654 -1.921 0.10
H -4.489 6.678 3.293 0.08
C -0.679 -3.380 3.769 -0.38
H 0.079 -4.734 2.257 0.05
C -2.649 7.087 2.260 -0.43
H -0.724 -3.464 1.502 0.06
H -2.627 -2.750 3.804 0.10
H 3.069 -4.552 -0.326 0.08
C -4.131 6.835 2.274 -0.07
H 4.411 -0.672 -1.802 0.08
H 4.573 2.712 3.412 0.12
H 3.007 -4.335 -5.434 0.08
H 0.597 5.248 4.288 0.09
O -3.902 4.037 -4.471 -0.09
H -4.056 -2.964 -1.214 0.12
H 1.546 -8.581 -1.239 0.14
N -1.706 -2.341 3.948 0.04
H -6.197 -1.811 0.105 0.08
O -0.431 6.360 2.751 -0.17
C -2.520 4.328 -4.833 -0.21
C -1.806 5.988 2.876 -0.20
H -0.869 -4.119 4.551 0.14
O -1.082 -0.556 6.002 -0.11
H 0.461 -1.650 -0.391 0.06
H -5.066 -0.030 -1.048 0.12
O 1.049 2.153 0.370 -0.23
H 0.137 4.301 2.942 0.06
H -2.293 2.499 -2.268 0.00
H -2.646 4.968 -5.712 0.12
O -2.468 1.556 -2.127 -0.06
H 3.714 -3.955 4.224 0.09
H 0.073 2.378 -4.481 0.10
O 2.623 2.427 2.886 -0.08
H -3.653 -0.625 -0.165 0.09
H 0.593 -7.101 0.377 0.12
H 3.556 2.838 0.525 0.10
H 5.287 2.719 0.859 0.12
H 2.044 -5.203 1.000 0.09
H 0.872 -0.288 1.754 0.13
H -0.227 1.991 1.940 0.12
H 1.282 -8.398 -3.582 0.08
O -5.439 -2.145 -2.514 -0.07
C 2.051 -4.075 -4.976 -0.05
H 0.318 0.986 6.129 0.12
H -1.972 5.745 3.935 0.13
H 1.715 0.896 -3.540 0.12
H 2.145 2.228 2.064 0.04
C -0.416 0.550 5.450 -0.26
H -0.724 -9.026 -0.323 0.07
H 0.099 0.239 -3.370 0.10
H 3.046 -2.349 4.741 0.09
H -4.716 7.631 1.814 0.08
H 1.698 3.793 -0.523 0.09
H -0.648 -9.603 -1.786 0.07
C 0.145 0.025 0.999 -0.39
H 1.513 -0.314 -0.670 0.08
O 1.349 -0.709 -4.734 -0.09
H -1.675 -4.724 2.427 0.08
H -0.910 5.485 -4.129 0.12
H 0.375 4.119 0.657 0.08
H -2.733 7.964 0.388 0.07
H 0.698 -2.072 4.816 0.12
H -1.004 1.759 0.400 0.13
H -1.353 1.081 -5.600 0.07
C 4.697 -1.701 -1.557 -0.11
O -1.562 4.462 -2.544 -0.08
O 1.705 -3.737 3.920 -0.17
H 0.066 0.332 4.486 0.11
H -2.889 0.454 4.444 0.08
H 4.335 -3.497 -3.561 0.13
H -2.044 1.887 5.989 0.12
N -0.582 -8.725 -1.282 0.02
H -2.386 8.037 2.735 0.14
H -1.282 -1.245 5.303 0.03
H -3.410 1.508 -1.931 0.03
H 2.318 -4.588 -2.873 0.12
H 5.106 4.838 1.382 0.10
C 2.990 -3.174 4.022 -0.11
C 4.010 2.326 2.566 -0.22
H 1.272 -6.742 -3.236 0.05
C 2.086 -4.928 -0.058 -0.09
C 0.876 0.461 -4.110 -0.26
H 1.389 5.493 2.794 0.08
C 0.717 -7.657 -3.014 -0.05
H 5.676 -1.998 -1.943 0.09
H -1.925 5.009 2.388 0.12
H -0.319 -7.506 -3.318 0.08
O 2.845 6.748 0.608 -0.07
C -4.327 -1.991 -1.632 -0.23
C 4.332 3.058 1.262 -0.20
H -1.734 -0.579 0.623 0.06
H -1.654 -1.726 3.123 0.04
H 0.185 -3.611 -3.406 0.09
O -2.366 1.192 4.108 -0.08
H 4.677 -1.736 -0.463 0.09
H 0.830 -2.116 3.080 0.11
H -4.162 3.353 -5.097 0.08
H -3.503 -1.643 -2.259 0.12
C 0.500 -0.557 -0.344 -0.05
H 3.256 -2.666 3.082 0.08
H 4.239 1.265 2.419 0.11
O 1.928 -6.106 -0.830 -0.19
C -0.792 -4.085 2.394 -0.05
H -4.347 5.939 1.685 0.08
H 1.329 -1.371 -4.008 0.02
H -1.276 7.695 0.897 0.07
H -1.567 -0.245 2.187 0.05
O -5.423 -1.380 0.484 -0.06
H -6.189 -2.543 -2.064 0.08
H -0.921 2.491 4.729 0.11
H 1.344 1.866 -5.683 0.12
C 0.693 -2.758 3.966 -0.21
H 3.145 5.911 1.011 -0.01
H 1.330 -4.163 -0.256 0.07
C 0.484 1.567 -5.089 -0.23
N -2.185 7.237 0.847 0.03
H 3.574 -1.933 -3.768 0.12
H 1.287 -4.842 -5.100 0.08
H 0.853 -3.131 -2.102 0.05
H -0.181 -6.102 -0.795 0.13
C 2.205 -3.702 -3.510 -0.42
N 0.966 -3.026 -3.111 0.06
H 0.035 3.376 -0.960 0.07
H -0.165 -0.324 -1.183 0.07
C -1.879 5.146 -3.742 -0.24
O -0.513 1.211 -6.049 -0.07
C 0.658 -8.005 -1.522 -0.44
C -4.619 -0.917 -0.589 -0.25
C 0.394 5.332 3.213 -0.14
H -1.995 3.397 -5.051 0.10
C -1.459 1.616 5.105 -0.25
H 1.725 -3.214 -5.566 0.08
O 3.718 -2.668 -1.855 -0.22
C -0.086 1.524 0.955 -0.19
C 3.469 -2.896 -3.258 -0.17
N -1.089 -0.679 1.404 0.05
C 0.704 -6.742 -0.663 -0.24
H 2.336 6.482 -0.163 0.02
```

Values from the calculation:
SMILES: COC[C@H](C)N.COC[C@H](C)N.COC[C@H](C)N.COC[C@H](C)N.COC[C@H](C)N.OCCO.OCCO.OCCO.OCCO.OCCO.O.O
Relative energy (zero: lowest compared OMol25 entry of this formula, charge and spin) in eV: 0.151
LUMO energy in eV: 0.26
Calculated total energy in Ha: -2749.07318

---

- Which of these has the lowest LUMO energy?
  C30H88F3N8O10

---

- The highest calculated total energy belongs to which entry?
  C30H88F3N8O10